A structure of composition C50H50CsN9SSeSi. Source: the Open Molecules 2025 dataset; level of theory: ωB97M-V/def2-TZVPD.

Each line ends with the Mulliken charge.
CARTESIAN COORDINATES (ANGSTROEM)
Cs (1.04059, 1.45753, 0.37247)  1.20
N (-0.83839, -3.13158, 1.49457)  0.51
C (-2.17093, -3.44901, 1.81592)  -0.39
C (-2.59103, -4.76341, 1.93981)  -0.66
C (-3.91294, -5.03535, 2.27034)  -0.58
C (-4.80033, -4.00044, 2.51967)  -0.77
C (-4.36991, -2.68213, 2.42691)  -0.19
C (-3.06694, -2.40939, 2.04265)  0.66
S (-2.51318, -0.75503, 1.78375)  0.16
N (-0.85496, -0.86770, 2.17803)  -0.23
C (-0.25706, -1.97301, 1.94633)  -0.24
C (1.21995, -2.04781, 2.14572)  0.03
C (1.81419, -1.47787, 3.26113)  -0.13
C (3.19040, -1.57617, 3.38543)  -0.74
C (3.90896, -2.22553, 2.39452)  -0.38
C (3.21643, -2.77592, 1.32561)  -0.67
N (1.89433, -2.70467, 1.20286)  -0.20
H (-0.19902, -3.89053, 1.31375)  0.31
H (-1.88829, -5.57025, 1.76796)  0.42
H (-4.24187, -6.06317, 2.34386)  0.39
H (-5.82612, -4.21346, 2.78799)  0.43
H (-5.05157, -1.86261, 2.63221)  0.22
H (1.20644, -0.97631, 3.99985)  0.60
H (3.69406, -1.14095, 4.23951)  0.47
H (4.98569, -2.31265, 2.44682)  0.46
H (3.74170, -3.29717, 0.53337)  0.43
C (-0.49034, 2.80303, -2.19398)  -1.32
Si (-0.32340, 1.77393, -3.61732)  -0.08
C (-0.84586, -0.00787, -3.14486)  -1.31
N (0.10046, -0.72676, -2.27975)  0.48
C (-0.55899, -1.64033, -1.35585)  0.14
C (-1.14295, -2.88839, -2.02065)  -0.75
C (-0.08273, -3.55680, -2.92279)  -0.76
C (1.27980, -2.88628, -2.75322)  -0.72
C (1.16116, -1.39464, -3.05590)  0.49
C (1.47800, 1.78316, -4.26330)  0.38
C (2.45109, 2.55421, -3.62750)  -0.36
C (3.76353, 2.60371, -4.08850)  -0.59
C (4.14218, 1.84267, -5.18472)  -0.52
C (3.19213, 1.06239, -5.83504)  -0.82
C (1.87831, 1.05492, -5.38902)  -0.09
C (-1.30273, 2.00927, -5.25836)  0.51
C (-0.87576, 2.89500, -6.25324)  -0.21
C (-1.61484, 3.11792, -7.40776)  -0.68
C (-2.81809, 2.45367, -7.60144)  -0.40
C (-3.27242, 1.57522, -6.62814)  -0.69
C (-2.52252, 1.36356, -5.47805)  -0.24
H (-1.39605, 2.68810, -1.59117)  0.26
H (-0.13870, 3.83558, -2.20817)  0.18
H (-1.11568, -0.61748, -4.02359)  0.49
H (-1.77315, 0.13684, -2.57617)  0.64
H (-1.34015, -1.08661, -0.83104)  0.38
H (0.17291, -1.94788, -0.60628)  -0.54
H (-2.02057, -2.61013, -2.60753)  0.28
H (-1.49415, -3.57579, -1.24565)  0.35
H (-0.37733, -3.46328, -3.97177)  0.33
H (-0.01200, -4.62684, -2.71581)  0.42
H (2.01010, -3.32509, -3.43743)  0.51
H (1.65971, -3.04715, -1.73978)  0.01
H (0.93926, -1.28971, -4.12491)  0.13
H (2.12557, -0.89552, -2.90635)  -0.72
H (2.15097, 3.14899, -2.76876)  0.37
H (4.49178, 3.23554, -3.59029)  0.45
H (5.16337, 1.87358, -5.54773)  0.41
H (3.47386, 0.47992, -6.70449)  0.41
H (1.14033, 0.47393, -5.93336)  0.48
H (0.06229, 3.42560, -6.12514)  0.37
H (-1.25203, 3.81071, -8.15829)  0.37
H (-3.39745, 2.62114, -8.50132)  0.36
H (-4.21279, 1.05380, -6.76540)  0.38
H (-2.90866, 0.67688, -4.73090)  0.26
C (2.46472, 2.54202, 6.38753)  -0.67
C (1.47146, 2.16158, 5.49784)  -0.20
C (1.79826, 1.79305, 4.20039)  0.68
C (3.13346, 1.80558, 3.80133)  -0.58
C (4.13258, 2.19412, 4.69035)  -0.58
C (3.79430, 2.56071, 5.97980)  -0.63
N (3.39697, 1.42173, 2.45207)  0.60
N (4.58945, 1.22070, 2.20152)  -0.41
C (4.87786, 0.84090, 0.84822)  -0.26
C (6.21464, 0.59985, 0.57813)  -0.37
C (6.56599, 0.23969, -0.71636)  -0.53
C (5.57323, 0.14837, -1.67358)  -0.88
C (4.26022, 0.41718, -1.29784)  -0.40
N (3.91369, 0.75155, -0.06071)  0.41
H (2.20476, 2.83564, 7.39588)  0.41
H (0.43577, 2.15884, 5.81074)  0.29
H (1.00912, 1.50582, 3.51139)  0.24
H (5.15942, 2.21359, 4.35380)  0.46
H (4.56691, 2.87319, 6.66959)  0.39
H (6.94288, 0.70135, 1.37004)  0.52
H (7.59926, 0.04359, -0.97047)  0.41
H (5.79134, -0.10703, -2.70113)  0.52
H (3.46539, 0.37749, -2.03190)  0.39
C (-2.18038, 1.69590, 4.69754)  -1.34
N (-3.31370, 1.78222, 3.80739)  0.43
C (-3.30418, 2.39705, 2.59492)  -0.55
Se (-1.97082, 3.37587, 1.83628)  -0.29
N (-4.51127, 2.14414, 2.02817)  0.19
C (-5.27663, 1.32377, 2.84087)  0.46
C (-6.53602, 0.77018, 2.69585)  -0.80
C (-6.99354, -0.03775, 3.72903)  -0.59
C (-6.21561, -0.28235, 4.86093)  -0.73
C (-4.95209, 0.27649, 5.00410)  -0.59
C (-4.50195, 1.08694, 3.97685)  0.81
H (-1.47354, 2.47036, 4.40911)  0.33
H (-1.70680, 0.71566, 4.60369)  0.44
H (-2.50879, 1.85572, 5.72447)  0.39
H (-4.73587, 2.48243, 1.10761)  0.25
H (-7.13704, 0.95381, 1.81568)  0.42
H (-7.97345, -0.48867, 3.65135)  0.39
H (-6.60283, -0.92223, 5.64227)  0.40
H (-4.34491, 0.07888, 5.87698)  0.42

Forces on the atoms, in the same order (eV/Å):
-0.8 0.0 -0.5
-0.1 0.0 0.0
0.0 0.0 0.0
0.0 0.0 0.0
0.0 0.0 0.0
0.0 0.0 0.0
0.0 0.0 0.0
0.0 0.0 0.0
0.0 0.1 0.0
0.1 0.0 0.1
0.0 0.0 -0.1
0.0 0.0 0.0
0.1 0.0 0.0
0.0 0.0 0.0
0.0 0.0 0.0
0.0 0.0 0.0
0.0 -0.1 0.0
0.0 0.0 0.0
0.0 0.0 0.0
0.0 0.0 0.0
0.0 0.0 0.0
0.0 0.0 0.0
0.0 0.0 0.0
0.0 0.0 0.0
0.0 0.0 0.0
0.0 0.0 0.0
0.2 0.1 0.3
0.1 -0.2 -0.2
0.0 0.0 0.0
0.1 0.0 0.1
0.0 0.0 0.0
0.0 0.0 0.0
0.0 0.0 0.0
0.0 0.0 0.0
0.0 0.0 0.0
0.0 0.0 0.0
0.0 0.1 0.0
0.0 0.0 0.1
0.0 0.0 0.0
0.0 0.0 0.0
0.0 0.0 0.1
0.0 0.1 0.0
0.0 0.0 0.0
0.0 0.0 0.0
0.0 0.0 0.0
0.0 0.0 0.0
0.0 0.0 0.0
0.0 0.1 -0.1
-0.1 0.0 -0.1
0.0 0.0 0.0
0.0 0.0 0.0
0.0 0.0 0.0
0.0 0.0 0.0
0.0 0.0 0.0
0.0 0.0 0.0
0.0 0.0 0.0
0.0 0.0 0.0
0.0 0.0 0.0
0.0 0.0 0.0
0.0 0.0 0.0
0.0 0.0 0.0
0.0 0.0 0.0
0.0 0.0 0.0
0.0 0.0 0.0
0.0 0.0 0.0
0.0 0.0 0.0
0.0 0.0 0.0
0.0 0.0 0.0
0.0 0.0 0.0
0.0 0.0 0.0
0.0 0.0 0.0
0.0 0.0 0.0
0.0 0.0 0.0
0.0 0.1 0.0
-0.1 0.0 0.1
0.0 0.0 0.0
0.0 0.0 0.0
0.0 0.0 0.0
0.1 -0.1 0.0
0.1 0.1 0.0
0.0 0.0 0.0
0.0 0.0 0.0
0.0 0.0 0.0
0.1 0.0 0.0
0.2 0.0 0.0
0.0 0.0 0.0
0.0 0.0 0.0
0.1 0.0 0.0
0.0 0.0 0.0
0.0 0.0 0.0
0.0 0.0 0.0
0.0 0.0 0.0
0.0 0.0 0.0
-0.1 0.0 0.0
0.0 0.0 0.0
0.0 0.0 0.0
0.1 0.0 0.1
0.1 0.0 0.0
0.0 0.0 0.0
0.0 0.0 0.0
0.0 0.0 0.0
0.0 0.0 0.0
0.0 0.0 0.0
0.0 0.0 0.0
0.0 0.0 0.0
0.0 0.0 0.0
0.0 0.0 0.0
0.0 0.0 0.0
0.0 0.0 0.0
0.0 0.0 0.0
0.0 0.0 0.0
0.0 0.0 0.0
0.0 0.0 0.0

Values from the calculation:
LUMO level = -1.2 eV
relative energy (zero: lowest compared OMol25 entry of this formula, charge and spin) = 5.0 kcal per mole
2S+1 = 1
F_max = 0.9 eV/A